C37H64CsF6GeN5O3P as an isolated structure in a non-equilibrium geometry. Source: the Open Molecules 2025 dataset; level of theory: the ωB97M-V functional and the def2-TZVPD basis.

Atoms and positions in Å:
Cs 0.37920 1.54570 -0.45730
C 0.95640 4.96530 -0.64810
C 1.19570 4.79750 0.85350
C 0.02810 5.36220 1.67340
C 2.46410 5.56540 1.24100
O 1.30490 3.43200 1.18070
Ge 2.85180 2.39770 1.31840
O 2.93460 1.88930 -0.48000
C 4.01280 1.28080 -1.13890
C 5.31240 2.02650 -0.82330
C 4.13560 -0.18790 -0.72840
C 3.72010 1.39030 -2.64420
O 2.01890 0.85290 1.92350
C 1.81600 0.42750 3.24840
C 0.35260 0.65530 3.63680
C 2.73290 1.16990 4.22320
C 2.14840 -1.06780 3.28810
H 0.99730 6.01580 -0.92060
H -0.01550 4.57240 -0.94290
H 1.72900 4.43350 -1.19930
H -0.06590 6.43120 1.50870
H 0.22360 5.18710 2.72870
H -0.90930 4.88290 1.39980
H 2.33490 6.62860 1.06320
H 3.30110 5.20740 0.64340
H 2.68590 5.39850 2.29440
H 5.50770 1.95360 0.24670
H 5.20700 3.07680 -1.08640
H 6.15200 1.60850 -1.36920
H 4.30730 -0.24800 0.34470
H 4.96660 -0.65640 -1.24710
H 3.21850 -0.72530 -0.96290
H 3.65000 2.43680 -2.93140
H 2.78020 0.89900 -2.88200
H 4.51920 0.92660 -3.21520
H 0.10200 1.70750 3.52690
H 0.19220 0.35730 4.66830
H -0.29560 0.06340 2.99420
H 2.51120 2.23550 4.20400
H 3.77050 1.02510 3.92890
H 2.59680 0.79280 5.23110
H 1.49480 -1.60470 2.60920
H 2.01800 -1.47510 4.28530
H 3.17860 -1.22060 2.97580
C -2.02780 -3.05120 4.85310
C -0.96960 -3.59660 3.94140
C -0.09960 -4.58210 4.36710
C 0.87590 -5.07970 3.51890
C 0.99690 -4.57660 2.23660
C 0.14500 -3.58690 1.76470
C 0.34350 -3.01210 0.39570
C -0.86000 -3.11740 2.62570
N -1.73040 -2.11160 2.24320
C -2.79310 -2.24910 1.58860
C -3.31450 -3.54450 1.04150
C -3.66980 -1.05870 1.37520
C -4.40650 -0.61270 2.60340
N -3.77500 -0.56690 0.22490
C -4.42350 0.53800 -0.23760
C -4.13120 1.83840 0.23040
C -3.10200 2.09790 1.28740
C -4.83950 2.90270 -0.29890
C -5.79030 2.71810 -1.28900
C -6.03140 1.44690 -1.78930
C -5.34700 0.35550 -1.29390
C -5.54810 -1.01040 -1.86080
H -1.83800 -3.35490 5.87880
H -3.01320 -3.42160 4.56750
H -2.05360 -1.96320 4.80510
H -0.18740 -4.96500 5.37150
H 1.55040 -5.84600 3.86090
H 1.76570 -4.95230 1.58150
H 0.86840 -3.72280 -0.23930
H 0.95330 -2.10730 0.45890
H -0.58790 -2.73170 -0.09180
H -2.58090 -4.33370 1.19550
H -3.52360 -3.42750 -0.01860
H -4.24280 -3.82400 1.53820
H -3.70280 -0.15210 3.29520
H -4.85690 -1.46590 3.10620
H -5.18020 0.10700 2.34800
H -2.46170 1.23770 1.45240
H -3.58970 2.37400 2.22270
H -2.48060 2.93740 0.98720
H -4.63620 3.89780 0.07030
H -6.33340 3.56600 -1.67470
H -6.73800 1.31130 -2.59350
H -6.46410 -1.05960 -2.44100
H -5.57760 -1.76080 -1.07350
H -4.70790 -1.23330 -2.51790
C 0.94300 -3.32150 -5.07010
N 0.34300 -2.73380 -3.90040
C 1.13350 -1.67870 -3.31140
C -0.94510 -2.86420 -3.46950
N -1.21600 -2.26790 -2.34610
N -1.86240 -3.68340 -4.06520
C -3.04250 -3.99660 -3.28010
C -1.88580 -4.23720 -5.40230
H 2.02600 -3.27370 -4.95710
H 0.69390 -2.76860 -5.98140
H 0.66690 -4.36540 -5.18060
H 2.15260 -2.03310 -3.16100
H 0.67490 -1.40030 -2.36690
H 1.14640 -0.80050 -3.95890
H -2.19280 -2.12160 -2.14650
H -2.76520 -4.13010 -2.23350
H -3.47630 -4.92740 -3.63490
H -3.79850 -3.20710 -3.35250
H -1.27210 -3.66930 -6.08700
H -2.90870 -4.20070 -5.77570
H -1.56380 -5.28360 -5.39970
F -1.42350 0.51770 -1.63400
P -1.62670 1.43260 -3.01820
F -1.13980 0.18320 -3.92530
F -1.77580 2.35840 -4.30730
F -3.14390 0.91720 -3.11720
F -2.07570 2.66710 -2.04390
F -0.03880 1.87930 -2.83480

The charge is +1. The value obtained for the HOMO energy (alpha / beta) is -9.6 / -9.6 eV. The value obtained for the total energy is -135657.8080 eV. The energy above the lowest of the compared OMol25 structures with the same formula, charge and spin comes out at 53.9 kcal per mole. The value obtained for the HOMO-LUMO gap (alpha / beta) is 3.64 / 4.81 eV.

These are the Löwdin partial charges, in e, on atoms 1 to 8: 1.64 -0.03 -0.71 -0.01 -0.05 -0.46 1.05 -0.52

=====

A 8-piece molecular cluster, C2H22NO7S overall in a non-equilibrium geometry. Source: the Open Molecules 2025 dataset; level of theory: the ωB97M-V functional and the def2-TZVPD basis.

Atoms and positions in Å:
C 2.15192 0.54979 0.47252
C 1.89198 -0.93067 0.60477
S 3.33860 -1.98404 0.75546
N 0.86650 1.31481 0.60688
H 2.70648 0.81705 -0.40878
H 2.76777 0.89879 1.30346
H 1.30069 -1.17352 -0.27398
H 1.37034 -1.18498 1.52905
H 3.87254 -1.89996 -0.47193
H 0.09086 0.69602 0.85563
H 0.64133 1.92173 -0.20451
H 0.96946 2.09051 1.26424
H 0.18419 3.37435 -2.19841
H -1.00831 2.88341 -1.35335
O -0.09303 3.21517 -1.29051
H -2.21311 -2.67703 -2.81559
H -3.35554 -1.93429 -2.25316
O -2.47860 -2.24796 -1.99097
H -1.08467 -2.15986 2.27486
H -1.62678 -3.70169 2.50695
O -1.00966 -3.00677 2.72068
H -1.83152 -1.62440 -0.33029
H -0.53487 -2.13921 0.40213
O -1.22795 -1.47739 0.40908
H 2.40373 0.35294 -3.19814
H 1.33794 -0.75794 -3.26895
O 1.86292 -0.23373 -2.66135
H -3.71490 2.42181 -1.44524
H -2.78760 1.50579 -0.69572
O -2.81741 2.38537 -1.09275
H -1.06602 2.22874 3.19393
H -0.40004 1.02679 3.95514
O -0.50725 1.45038 3.09888

The charge is +1. The value obtained for the HOMO energy is -12.1 eV. The value obtained for the total energy is -29083.2834 eV. The energy above the lowest of the compared OMol25 structures with the same formula, charge and spin comes out at 22.9 kcal per mole. The value obtained for the HOMO-LUMO gap is 9.26 eV.

These are the Löwdin partial charges, in e, on atoms 1 to 8: -0.21 -0.61 0.78 0.18 0.11 0.13 0.05 0.07

=====

CH6NO3P as an isolated structure in a non-equilibrium geometry. Source: the Open Molecules 2025 dataset; level of theory: the ωB97M-V functional and the def2-TZVPD basis.

Atoms and positions in Å:
C -0.38182 -0.68886 0.98628
N -0.54105 -1.50244 -0.81298
O -0.91086 1.85232 0.13966
O 0.86311 0.73770 -1.16402
O 1.38150 1.55890 1.21003
P 0.38194 0.78804 0.20263
H 0.42893 -1.40784 1.32072
H -0.81759 -0.71055 -1.38794
H -1.35632 -2.15206 -0.75555
H -1.58352 1.36348 0.60678
H 0.38106 -1.77420 -0.95713
H 2.15460 1.93553 0.61151

The charge is 0. The value obtained for the HOMO energy is -9.0 eV. The value obtained for the total energy is -18054.9137 eV. The energy above the lowest of the compared OMol25 structures with the same formula, charge and spin comes out at 36.7 kcal per mole. The value obtained for the HOMO-LUMO gap is 9.26 eV.

These are the Löwdin partial charges, in e, on atoms 1 to 8: -0.10 0.07 -0.18 -0.32 -0.19 0.33 -0.01 0.07

=====

C31H46N2O6P2Sm as an isolated structure in a non-equilibrium geometry. Source: the Open Molecules 2025 dataset; level of theory: the ωB97M-V functional and the def2-TZVPD basis.

Atoms and positions in Å:
Sm -0.81417 1.55189 0.89012
C 0.78815 1.26452 2.68564
C 1.49857 1.53069 1.45661
C 0.17323 3.37978 1.94658
C -0.02606 2.40258 2.99427
C 1.17106 2.86928 1.04601
C 0.98482 0.04099 3.50468
H 1.98869 0.07936 3.96427
H 0.97126 -0.85642 2.86835
H 0.20364 -0.06217 4.25908
C -0.87399 2.61773 4.20469
H -0.41107 2.14450 5.07772
H -1.88324 2.19566 4.07773
H -0.97068 3.69212 4.41410
C -0.79587 4.44797 1.62222
H -1.02029 4.98161 2.55351
H -1.76345 4.06151 1.24471
H -0.34763 5.11169 0.87513
C 1.74003 3.61698 -0.11249
H 2.45019 4.39611 0.20078
H 0.94648 4.11166 -0.67964
H 2.27620 2.93097 -0.76784
C 2.36525 0.55748 0.71945
H 3.42262 0.85417 0.81284
H 2.13300 0.48770 -0.35855
H 2.23772 -0.45440 1.12522
C 0.34917 -3.45379 -0.29545
C 1.36536 -2.98968 0.47538
C 2.77201 -2.96461 -0.04150
C 2.95072 -3.24793 -1.57239
C 2.85048 -2.04877 -2.46585
C 1.79466 -1.21939 -2.53409
C 0.61359 -1.32829 -1.62485
C -0.07407 -2.74314 -1.54120
H 3.33665 -3.74197 0.49553
H 2.24746 -4.02408 -1.89551
H 3.27072 -2.03913 0.27018
H 0.13168 -3.35461 -2.43800
H -0.24448 -4.33662 -0.02916
H 1.26702 -2.87594 1.56786
H -1.18270 -2.64063 -1.52989
H 0.90611 -1.06663 -0.59198
H 1.82354 -0.26680 -3.07308
H -0.16020 -0.58800 -1.87388
H 3.95367 -3.68872 -1.71595
H 3.75161 -1.83003 -3.06932
P -0.33443 -0.83458 -4.50735
P -0.76100 2.55424 -4.31010
C -0.75178 0.16285 -6.02048
C -1.43517 1.49973 -5.72478
H -1.41580 -0.46579 -6.63213
H 0.17594 0.31776 -6.59275
H -1.45578 2.10363 -6.63428
H -2.47647 1.32334 -5.42208
C -1.27523 4.18330 -5.04754
H -0.82553 5.00212 -4.46916
H -2.36478 4.29792 -5.01773
H -0.95193 4.29122 -6.09200
C 1.00520 2.69083 -4.82742
H 1.12677 2.79957 -5.91170
H 1.56077 1.81186 -4.48429
H 1.41572 3.58777 -4.34275
C -1.96114 -1.64709 -4.20484
H -2.02897 -1.97784 -3.16039
H -2.06450 -2.51753 -4.86846
H -2.76214 -0.92851 -4.40902
C 0.50625 -2.38139 -5.21121
H 0.24299 -2.57967 -6.26126
H 0.15986 -3.21793 -4.58238
H 1.59925 -2.33109 -5.09942
O -1.58978 -2.27666 1.76775
C -1.77324 -1.27648 2.46109
O -1.85190 -0.03067 2.02739
C -1.89629 -1.37695 3.96360
C -2.57981 -0.40979 4.72277
C -2.60698 -0.50680 6.12906
C -1.97342 -1.56301 6.79830
C -1.23718 -2.48044 6.03492
C -1.22913 -2.42078 4.62308
N -0.39985 -3.44755 6.70149
O -0.46061 -3.51897 7.94889
O 0.33711 -4.17808 6.00221
N -3.19277 0.56926 6.89711
O -3.55757 1.60858 6.29565
O -3.31559 0.41916 8.12933
H -3.08648 0.43863 4.26926
H -1.98496 -1.63545 7.88698
H -0.69710 -3.16396 4.03255

The charge is +1. Its multiplicity is 6. The value obtained for the HOMO energy (alpha / beta) is -9.9 / -9.9 eV. The value obtained for the total energy is -84625.4280 eV. Its expectation value of S² is 8.780. The energy above the lowest of the compared OMol25 structures with the same formula, charge and spin comes out at 43.2 kcal per mole. The value obtained for the HOMO-LUMO gap (alpha / beta) is 5.52 / 6.13 eV.

These are the Löwdin partial charges, in e, on atoms 1 to 8: 1.82 -0.30 -0.32 -0.36 -0.31 -0.33 0.01 0.12

=====

> What is the charge in the fourth record?

+1

=====

Please write out number 2 again, unchanged.
A 8-piece molecular cluster, C2H22NO7S overall in a non-equilibrium geometry. Source: the Open Molecules 2025 dataset; level of theory: the ωB97M-V functional and the def2-TZVPD basis.

Atoms and positions in Å:
C 2.15192 0.54979 0.47252
C 1.89198 -0.93067 0.60477
S 3.33860 -1.98404 0.75546
N 0.86650 1.31481 0.60688
H 2.70648 0.81705 -0.40878
H 2.76777 0.89879 1.30346
H 1.30069 -1.17352 -0.27398
H 1.37034 -1.18498 1.52905
H 3.87254 -1.89996 -0.47193
H 0.09086 0.69602 0.85563
H 0.64133 1.92173 -0.20451
H 0.96946 2.09051 1.26424
H 0.18419 3.37435 -2.19841
H -1.00831 2.88341 -1.35335
O -0.09303 3.21517 -1.29051
H -2.21311 -2.67703 -2.81559
H -3.35554 -1.93429 -2.25316
O -2.47860 -2.24796 -1.99097
H -1.08467 -2.15986 2.27486
H -1.62678 -3.70169 2.50695
O -1.00966 -3.00677 2.72068
H -1.83152 -1.62440 -0.33029
H -0.53487 -2.13921 0.40213
O -1.22795 -1.47739 0.40908
H 2.40373 0.35294 -3.19814
H 1.33794 -0.75794 -3.26895
O 1.86292 -0.23373 -2.66135
H -3.71490 2.42181 -1.44524
H -2.78760 1.50579 -0.69572
O -2.81741 2.38537 -1.09275
H -1.06602 2.22874 3.19393
H -0.40004 1.02679 3.95514
O -0.50725 1.45038 3.09888

The charge is +1. The value obtained for the HOMO energy is -12.1 eV. The value obtained for the total energy is -29083.2834 eV. The energy above the lowest of the compared OMol25 structures with the same formula, charge and spin comes out at 22.9 kcal per mole. The value obtained for the HOMO-LUMO gap is 9.26 eV.

These are the Löwdin partial charges, in e, on atoms 1 to 8: -0.21 -0.61 0.78 0.18 0.11 0.13 0.05 0.07

=====

> Among the records above, which one has the lowest charge?

CH6NO3P

=====

Please write out number 2 again, unchanged.
A 8-piece molecular cluster, C2H22NO7S overall in a non-equilibrium geometry. Source: the Open Molecules 2025 dataset; level of theory: the ωB97M-V functional and the def2-TZVPD basis.

Atoms and positions in Å:
C 2.15192 0.54979 0.47252
C 1.89198 -0.93067 0.60477
S 3.33860 -1.98404 0.75546
N 0.86650 1.31481 0.60688
H 2.70648 0.81705 -0.40878
H 2.76777 0.89879 1.30346
H 1.30069 -1.17352 -0.27398
H 1.37034 -1.18498 1.52905
H 3.87254 -1.89996 -0.47193
H 0.09086 0.69602 0.85563
H 0.64133 1.92173 -0.20451
H 0.96946 2.09051 1.26424
H 0.18419 3.37435 -2.19841
H -1.00831 2.88341 -1.35335
O -0.09303 3.21517 -1.29051
H -2.21311 -2.67703 -2.81559
H -3.35554 -1.93429 -2.25316
O -2.47860 -2.24796 -1.99097
H -1.08467 -2.15986 2.27486
H -1.62678 -3.70169 2.50695
O -1.00966 -3.00677 2.72068
H -1.83152 -1.62440 -0.33029
H -0.53487 -2.13921 0.40213
O -1.22795 -1.47739 0.40908
H 2.40373 0.35294 -3.19814
H 1.33794 -0.75794 -3.26895
O 1.86292 -0.23373 -2.66135
H -3.71490 2.42181 -1.44524
H -2.78760 1.50579 -0.69572
O -2.81741 2.38537 -1.09275
H -1.06602 2.22874 3.19393
H -0.40004 1.02679 3.95514
O -0.50725 1.45038 3.09888

The charge is +1. The value obtained for the HOMO energy is -12.1 eV. The value obtained for the total energy is -29083.2834 eV. The energy above the lowest of the compared OMol25 structures with the same formula, charge and spin comes out at 22.9 kcal per mole. The value obtained for the HOMO-LUMO gap is 9.26 eV.

These are the Löwdin partial charges, in e, on atoms 1 to 8: -0.21 -0.61 0.78 0.18 0.11 0.13 0.05 0.07